The following is a DFT calculation (the ωB97M-V functional and the def2-TZVPD basis) of 2 unconnected molecules or ions with the total composition C2H6NP in a non-equilibrium geometry.

Element x y z (Å)
C (-0.1734, 1.3592, -0.2625)
C (0.1807, -1.4438, -0.1665)
N (0.5710, 1.0647, 0.8380)
P (1.0556, 0.1244, -0.5786)
H (-2.1805, 0.0733, -0.3224)
H (-0.5145, 2.3151, -0.6085)
H (0.8943, -2.2140, 0.1269)
H (-0.3567, -1.7807, -1.0534)
H (-0.5327, -1.2526, 0.6302)
H (1.0560, 1.7545, 1.3968)

For the relative energy (zero: lowest compared OMol25 entry of this formula, charge and spin), the calculation gives 364.7 kJ/mol. For the HOMO energy (alpha / beta), the calculation gives -0.3351 / -0.2728 Ha. The orbital gap (alpha / beta) is 9.48 / 7.41 eV.



The following is a DFT calculation (the ωB97M-V functional and the def2-TZVPD basis) of 13 unconnected molecules or ions with the total composition C31H94N20O13 in a non-equilibrium geometry.

Element x y z (Å)
C (4.2064, 0.4900, 4.3174)
O (4.2720, -0.6449, 4.5578)
N (3.1907, 0.9805, 3.6648)
N (5.0922, 1.3729, 4.6316)
H (2.5777, 0.2692, 3.2929)
H (3.3146, 1.8818, 3.2261)
H (5.2551, 2.2885, 4.2377)
H (5.8038, 0.8574, 5.1296)
C (0.9694, -3.9361, -0.0664)
O (1.9401, -3.2214, -0.0198)
N (0.7041, -4.5832, -1.2113)
N (0.2086, -4.3777, 0.9852)
H (1.2886, -4.3851, -2.0108)
H (-0.1279, -5.1197, -1.4116)
H (-0.3950, -5.1699, 0.8170)
H (0.2243, -3.9937, 1.9192)
C (-3.0980, 0.6519, -0.4524)
O (-2.5959, -0.2520, 0.1855)
N (-4.3129, 1.0012, -0.3320)
N (-2.6467, 1.1963, -1.5376)
H (-4.4675, 1.5962, -1.1334)
H (-4.9519, 0.6045, 0.3421)
H (-1.6473, 1.0595, -1.5894)
H (-3.0913, 1.9055, -2.1028)
C (5.4713, -0.0839, 0.3869)
O (6.4334, 0.1748, -0.3205)
N (5.5593, -0.6581, 1.5336)
N (4.2327, 0.2215, 0.0299)
H (6.4744, -1.0160, 1.7675)
H (4.7631, -0.6265, 2.1542)
H (4.2126, 0.3894, -0.9658)
H (3.3800, -0.0179, 0.5154)
C (-2.7080, -1.1287, 3.6983)
O (-2.4637, -1.3843, 4.8813)
N (-2.5717, -1.9168, 2.6550)
N (-3.0740, 0.0362, 3.2885)
H (-2.6101, -1.6837, 1.6730)
H (-2.3200, -2.8513, 2.9437)
H (-2.9276, 0.7815, 3.9542)
H (-3.1975, 0.2468, 2.3085)
C (1.7155, -2.9997, 4.2551)
O (0.6268, -3.5385, 4.1012)
N (2.8446, -3.4076, 3.6910)
N (1.7946, -1.8620, 4.9790)
H (3.6780, -2.8379, 3.7231)
H (2.8667, -4.2860, 3.1930)
H (0.9986, -1.2480, 5.0761)
H (2.7138, -1.4904, 5.1719)
C (-1.2779, 2.1000, 5.5062)
O (-2.4505, 2.0658, 5.0884)
N (-0.8515, 1.6083, 6.6821)
N (-0.2938, 2.2065, 4.6776)
H (0.1131, 1.7124, 6.9628)
H (-1.5857, 1.5375, 7.3720)
H (0.6651, 2.3273, 4.9710)
H (-0.5857, 2.4243, 3.7355)
C (-3.7979, -3.9724, -0.6392)
C (-3.6680, -5.5008, -0.6983)
C (-4.7246, -6.3074, -1.4463)
O (-4.6132, -6.0922, -2.8236)
C (-5.2232, -7.0631, -3.7527)
N (-2.2915, -5.9230, -1.0825)
H (-4.6267, -3.8099, 0.0498)
H (-4.1636, -3.4239, -1.5072)
H (-2.9317, -3.4525, -0.2300)
H (-3.7379, -5.7776, 0.3536)
H (-5.7205, -6.1323, -1.0393)
H (-4.4897, -7.3717, -1.4360)
H (-6.3069, -7.0889, -3.6387)
H (-4.9166, -8.0484, -3.4016)
H (-4.8162, -6.9593, -4.7586)
H (-2.2235, -5.6223, -2.0443)
H (-2.4199, -6.9111, -1.2472)
C (3.0759, -0.3366, -5.0853)
C (2.2950, 0.4561, -3.8936)
C (2.9836, 1.7329, -3.6644)
O (4.3011, 1.5058, -3.2607)
C (4.9591, 2.4193, -2.4497)
N (0.9772, 0.8143, -4.4226)
H (2.7609, -1.3801, -5.0773)
H (4.1623, -0.3894, -5.0143)
H (2.8104, 0.1650, -6.0159)
H (2.1873, -0.0396, -2.9289)
H (2.4652, 2.1875, -2.8202)
H (2.8311, 2.3779, -4.5298)
H (5.9626, 2.1811, -2.0973)
H (4.2471, 2.7104, -1.6774)
H (5.2088, 3.2488, -3.1113)
H (0.4751, -0.0434, -4.6027)
H (0.3377, 1.1729, -3.7279)
C (2.2467, 4.5689, -0.2402)
C (1.1421, 5.4891, -0.9166)
C (0.7875, 6.9090, -0.3298)
O (-0.3828, 7.4930, -1.0074)
C (-1.3989, 8.0530, -0.2383)
N (1.5752, 5.6440, -2.2688)
H (2.0169, 4.5416, 0.8250)
H (3.2116, 5.0669, -0.3344)
H (2.3200, 3.5233, -0.5395)
H (0.2485, 4.8778, -1.0425)
H (1.5905, 7.6135, -0.5468)
H (0.5120, 6.9262, 0.7246)
H (-1.2923, 8.6869, 0.6420)
H (-2.0471, 7.2108, 0.0040)
H (-1.9124, 8.7430, -0.9078)
H (2.2067, 4.8745, -2.4401)
H (1.9864, 6.5619, -2.3607)
C (0.0185, -5.1092, -4.3218)
C (-1.5242, -4.9066, -4.4847)
C (-1.7536, -4.2866, -5.9448)
O (-3.1331, -4.0060, -6.0388)
C (-3.5122, -3.0102, -7.0337)
N (-2.2150, -6.2289, -4.2570)
H (0.4580, -5.7995, -5.0417)
H (0.3405, -5.5614, -3.3837)
H (0.6063, -4.1958, -4.4124)
H (-1.7135, -4.2057, -3.6717)
H (-1.4391, -4.9682, -6.7350)
H (-1.0763, -3.4336, -5.9023)
H (-4.5931, -2.8751, -7.0721)
H (-3.2041, -3.3879, -8.0087)
H (-3.0761, -2.0218, -6.8886)
H (-3.2069, -6.0422, -4.2185)
H (-2.0710, -6.8551, -5.0363)
C (0.6962, 5.2396, 4.8664)
C (0.1724, 6.2220, 3.7958)
C (-1.1778, 5.6796, 3.0789)
O (-1.0244, 4.4939, 2.2564)
C (-2.2595, 4.2166, 1.5348)
N (-0.1161, 7.4044, 4.4928)
H (0.0486, 4.9768, 5.7029)
H (1.5761, 5.6361, 5.3730)
H (1.0157, 4.3807, 4.2763)
H (1.0017, 6.2678, 3.0900)
H (-1.6142, 6.4894, 2.4942)
H (-1.8785, 5.3640, 3.8519)
H (-2.1530, 3.1368, 1.4307)
H (-2.2626, 4.7514, 0.5850)
H (-3.0964, 4.5111, 2.1680)
H (-1.0595, 7.7249, 4.6580)
H (0.3873, 7.5157, 5.3612)
C (0.2675, 0.8848, 1.5769)
C (0.6142, -0.3724, 0.8817)
C (1.0052, -0.1283, -0.6189)
O (-0.1128, -0.2525, -1.4860)
C (-0.5423, -1.5726, -1.7918)
N (1.6743, -0.9118, 1.7130)
H (1.1227, 1.5604, 1.5953)
H (-0.0715, 0.7106, 2.5980)
H (-0.4933, 1.4511, 1.0398)
H (-0.1680, -1.1167, 1.0308)
H (1.7607, -0.8570, -0.9129)
H (1.3278, 0.9056, -0.7416)
H (0.2368, -2.1044, -2.3379)
H (-1.4295, -1.4595, -2.4148)
H (-0.9302, -2.1244, -0.9356)
H (1.8383, -1.8093, 1.2798)
H (1.2200, -1.2964, 2.5290)

For the relative energy (zero: lowest compared OMol25 entry of this formula, charge and spin), the calculation gives 579.0 kJ/mol. For the HOMO energy, the calculation gives -0.3170 Ha. The orbital gap is 8.79 eV.



The following is a DFT calculation (the ωB97M-V functional and the def2-TZVPD basis) of 5 unconnected molecules or ions with the total composition CH11NO4 in a non-equilibrium geometry.

Element x y z (Å)
C (4.2525, 2.3845, 0.9378)
N (4.2361, 2.5889, -0.3383)
H (5.0247, 2.8638, 1.5468)
H (3.4553, 1.7810, 1.3959)
H (3.2695, 2.4729, -0.6961)
H (0.4018, -0.1603, -0.3138)
H (-0.8930, 0.5603, -0.0414)
O (-0.3815, -0.2166, 0.2406)
H (-3.1745, 1.5510, -0.4697)
H (-2.3234, 2.1994, -1.6273)
O (-2.4392, 1.4170, -1.0816)
H (-2.2654, -1.6426, 2.2416)
H (-1.0181, -1.8891, 1.4227)
O (-1.5937, -2.3097, 2.0741)
H (-1.8735, -4.1566, -1.1428)
H (-2.7026, -3.9449, -2.3027)
O (-1.9752, -3.4990, -1.8459)

For the relative energy (zero: lowest compared OMol25 entry of this formula, charge and spin), the calculation gives 212.4 kJ/mol. The spin multiplicity is 2. For the HOMO energy (alpha / beta), the calculation gives -0.4665 / -0.4665 Ha. Its net charge is +1. The orbital gap (alpha / beta) is 5.63 / 2.08 eV.



The following is a DFT calculation (the ωB97M-V functional and the def2-TZVPD basis) of 2 unconnected molecules or ions with the total composition C3H8N2O in a non-equilibrium geometry.

Element x y z (Å)
C (0.6229, 1.3157, -0.6450)
C (0.5315, 0.2377, 0.3593)
C (1.5443, -0.7867, 0.5536)
N (0.1861, -1.1432, 0.0699)
H (-0.2892, 1.5756, -1.0155)
H (1.0883, 0.9165, -1.4142)
H (1.1160, 2.3103, -0.4531)
H (-0.0682, 0.5512, 1.1807)
H (2.3364, -0.7840, -0.2423)
H (1.7181, -1.2158, 1.5481)
H (0.3031, -1.4425, -0.8734)
N (-3.0782, -0.5745, -0.0420)
O (-2.7855, 0.4656, 0.5036)
H (-3.2255, -1.4258, 0.4702)

For the relative energy (zero: lowest compared OMol25 entry of this formula, charge and spin), the calculation gives 565.8 kJ/mol. For the HOMO energy (alpha / beta), the calculation gives -0.3375 / -0.3375 Ha. The orbital gap (alpha / beta) is 9.01 / 9.01 eV. The structure (SMILES) is C[C@@H]1CN1.N=O.



The following is a DFT calculation (the ωB97M-V functional and the def2-TZVPD basis) of C7H15BO in the gas phase in a non-equilibrium geometry.

Element x y z (Å)
B (0.1925, -0.8869, -0.0576)
C (-0.3088, 1.8381, 0.6689)
C (-1.4410, 0.7636, 0.9006)
C (1.0712, 1.2795, 0.4233)
C (-1.2454, -0.3201, -0.1736)
C (1.5767, 1.7825, -0.8411)
C (-2.4732, -1.2235, -0.3356)
C (2.0463, -2.5428, -0.0635)
O (0.6597, -2.1304, -0.1634)
H (-0.5881, 2.3465, -0.1847)
H (-0.3274, 2.6006, 1.4434)
H (-1.4365, 0.3328, 1.8479)
H (-2.3624, 1.3635, 0.8785)
H (1.7816, 1.1148, 1.3166)
H (-1.0967, 0.4212, -1.0115)
H (1.8021, 2.8737, -0.7692)
H (0.9288, 1.6162, -1.7213)
H (2.5989, 1.2523, -1.0564)
H (-2.2810, -2.1028, -0.9016)
H (-3.4556, -0.8016, -0.6823)
H (-2.6870, -1.5769, 0.7694)
H (2.5714, -1.8798, 0.6368)
H (2.4658, -2.4118, -1.0599)
H (2.0081, -3.7088, 0.1362)

For the relative energy (zero: lowest compared OMol25 entry of this formula, charge and spin), the calculation gives 0.0 kJ/mol. For the HOMO energy, the calculation gives -0.2665 Ha. The orbital gap is 7.95 eV.



The following is a DFT calculation (the ωB97M-V functional and the def2-TZVPD basis) of 2 unconnected molecules or ions with the total composition C5H12N4 in a non-equilibrium geometry.

Element x y z (Å)
H (2.6067, -1.1453, -0.4874)
N (2.4870, -0.7305, 0.4388)
C (1.7302, 0.2853, 0.4389)
C (1.1050, 0.9674, -0.7501)
C (0.7413, 2.2603, -0.6351)
H (1.5646, 0.7742, 1.3998)
H (1.4223, 0.5686, -1.7070)
H (0.4450, 2.6941, 0.3077)
H (0.7038, 2.8941, -1.5049)
C (-0.4033, -2.2659, -0.0165)
C (-0.8592, -0.8623, 0.2190)
N (-1.1401, -0.5120, 1.5210)
N (-1.1043, -0.0952, -0.8023)
N (-1.8276, 1.0854, -0.5932)
H (0.5362, -2.4489, 0.5060)
H (-0.2467, -2.4299, -1.0778)
H (-1.1477, -2.9644, 0.3662)
H (-1.2133, 0.4804, 1.6921)
H (-0.6862, -1.0609, 2.2329)
H (-2.0264, 1.5165, -1.4892)
H (-2.6873, 0.9890, -0.0590)

For the relative energy (zero: lowest compared OMol25 entry of this formula, charge and spin), the calculation gives 255.6 kJ/mol. For the HOMO energy, the calculation gives -0.2942 Ha. The orbital gap is 9.01 eV. The structure (SMILES) is [H]/N=C\C=C.C/C(N)=N/N.



The following is a DFT calculation (the ωB97M-V functional and the def2-TZVPD basis) of a molecular structure, C38H82F21N9O18PS2 in a non-equilibrium geometry.

Element x y z (Å)
C (1.9282, 0.5523, 1.3474)
F (2.7921, 0.4968, 0.3436)
F (1.6155, -0.6723, 1.7725)
F (2.5995, 1.2384, 2.2655)
S (0.3454, 1.5471, 0.8395)
O (-0.4767, 1.6382, 2.0720)
O (0.8132, 2.8657, 0.4544)
N (-0.3618, 0.6698, -0.4940)
S (-1.4968, -0.1744, 0.0955)
O (-1.0679, -1.2035, 1.1081)
O (-2.6336, 0.6408, 0.5411)
C (-2.0855, -1.1649, -1.4617)
F (-3.1265, -1.8917, -1.0667)
F (-2.4167, -0.3542, -2.4853)
F (-1.1048, -1.9585, -1.7702)
C (-4.9143, 6.9498, 1.8952)
C (-5.0780, 5.4584, 1.6617)
O (-5.5934, 4.9171, 0.7428)
N (-4.2979, 4.5243, 2.6228)
H (-3.5549, 5.0324, 3.0810)
H (-4.8885, 4.2790, 3.4045)
C (-3.6247, 3.2858, 1.9784)
H (-4.6977, 7.1221, 2.9495)
H (-5.8869, 7.4344, 1.8096)
H (-4.1802, 7.4501, 1.2636)
H (-4.4297, 2.6174, 1.6730)
H (-3.0305, 2.7465, 2.7160)
H (-2.9596, 3.5591, 1.1592)
C (-0.9160, -2.7864, 3.9540)
C (-0.4189, -3.9669, 4.7696)
O (-0.5255, -5.1238, 4.3577)
N (-0.0856, -3.7438, 6.2372)
H (0.7873, -4.2255, 6.3988)
H (0.0887, -2.7695, 6.4386)
C (-1.2157, -4.2859, 7.1685)
H (-1.5588, -2.1726, 4.5851)
H (-1.4170, -3.1724, 3.0662)
H (-0.1089, -2.1348, 3.6192)
H (-2.1473, -3.8862, 6.7678)
H (-1.1012, -3.9346, 8.1940)
H (-1.1438, -5.3679, 7.0586)
C (5.0546, -1.2520, -0.2549)
C (6.1161, -2.2676, -0.0016)
O (6.7114, -2.5428, 1.0000)
N (6.5115, -2.9377, -1.3084)
H (6.2346, -2.3874, -2.1088)
H (7.5175, -3.0255, -1.2927)
C (5.8409, -4.3398, -1.2139)
H (4.0715, -1.6737, -0.4643)
H (5.2906, -0.7051, -1.1678)
H (4.9686, -0.5724, 0.5930)
H (4.7529, -4.3269, -1.1491)
H (6.1845, -4.8501, -0.3141)
H (6.0946, -4.9168, -2.1032)
C (-4.3757, -3.6179, -3.5887)
C (-5.3393, -4.6851, -3.8424)
O (-6.5280, -4.4166, -4.0359)
N (-4.9085, -6.1452, -3.6567)
H (-5.2168, -6.7341, -4.4171)
H (-3.9023, -6.1867, -3.7337)
C (-5.3195, -6.7766, -2.3247)
H (-4.7728, -2.6064, -3.6735)
H (-3.5990, -3.7623, -4.3397)
H (-3.9045, -3.7341, -2.6127)
H (-4.8407, -7.7558, -2.3242)
H (-6.3919, -6.9691, -2.2950)
H (-4.8994, -6.1986, -1.5016)
C (-0.5516, -2.2396, -5.7483)
C (-1.8945, -2.4225, -6.4652)
O (-2.8629, -1.8766, -6.0461)
N (-1.7782, -3.1855, -7.7837)
H (-1.3798, -2.6938, -8.5709)
H (-1.0791, -3.8801, -7.5629)
C (-3.1328, -3.7499, -8.2390)
H (-0.5264, -1.9016, -4.7124)
H (0.1287, -1.5457, -6.2421)
H (-0.0502, -3.1864, -5.5477)
H (-3.7479, -2.9643, -8.6778)
H (-3.6714, -4.1367, -7.3739)
H (-2.9949, -4.5774, -8.9348)
C (-1.3103, -5.2801, 1.0309)
C (-1.1435, -5.3425, -0.5047)
O (-1.8545, -4.7044, -1.2692)
N (0.0371, -6.1949, -0.9740)
H (0.6744, -6.4753, -0.2424)
H (-0.3630, -7.0562, -1.3178)
C (0.8235, -5.3875, -2.0966)
H (-0.3071, -5.0620, 1.3970)
H (-1.7951, -6.1351, 1.5022)
H (-2.0947, -4.5477, 1.2217)
H (1.6419, -5.9395, -2.5588)
H (1.1368, -4.4431, -1.6518)
H (0.1211, -5.1074, -2.8817)
C (-0.1935, 8.2435, 0.1336)
C (-0.1688, 6.7748, 0.6772)
O (-1.1867, 6.1269, 0.8222)
N (1.1874, 6.1452, 0.7826)
H (1.3067, 5.5377, -0.0154)
H (1.8604, 6.8978, 0.7535)
C (1.4243, 5.4842, 2.1533)
H (-1.1704, 8.4768, -0.2899)
H (0.5127, 8.3033, -0.6946)
H (0.0159, 8.9390, 0.9463)
H (2.4929, 5.4309, 2.3614)
H (0.8228, 4.5998, 2.3634)
H (1.1727, 6.2595, 2.8770)
C (-1.0385, 2.0587, -3.9869)
C (0.3184, 1.3559, -4.1030)
O (0.8094, 0.8924, -5.1105)
N (0.9848, 1.0779, -2.7387)
H (0.2278, 1.0207, -2.0725)
H (1.3130, 0.1238, -2.7845)
C (2.0675, 2.1648, -2.4066)
H (-1.0289, 2.5965, -3.0389)
H (-1.8193, 1.3073, -4.1047)
H (-1.0929, 2.8833, -4.6977)
H (1.6164, 3.1407, -2.2270)
H (2.7745, 2.2317, -3.2336)
H (2.7066, 1.6967, -1.6579)
C (1.9707, -0.6993, 5.7425)
O (3.0404, -1.6008, 6.0024)
O (0.9914, -1.0925, 6.6359)
C (2.3513, 0.8064, 5.9276)
F (3.0989, 1.1499, 4.9096)
F (1.3537, 1.6597, 5.8212)
F (3.0830, 1.0153, 7.0352)
C (4.0644, -1.6605, 4.9943)
C (5.0797, -2.7381, 5.3720)
H (5.8060, -2.3660, 6.0946)
H (4.5806, -3.6504, 5.6986)
H (5.6968, -3.0935, 4.5468)
H (4.6568, -0.7507, 4.8982)
H (3.6904, -1.9053, 4.0002)
H (1.5805, -0.8741, 4.7398)
C (-6.8455, 3.2847, -2.7884)
O (-5.5544, 3.7972, -2.3004)
O (-7.7490, 4.3032, -2.3807)
C (-6.6044, 2.7475, -4.3386)
F (-7.2222, 3.4956, -5.2269)
F (-5.3110, 2.7993, -4.6488)
F (-6.9636, 1.4271, -4.4564)
C (-4.6444, 2.8645, -1.6886)
C (-3.3869, 3.7630, -1.3424)
H (-2.9520, 4.1579, -2.2606)
H (-3.7004, 4.5892, -0.7043)
H (-2.5610, 3.1755, -0.9413)
H (-4.3880, 1.9856, -2.2801)
H (-4.9875, 2.5247, -0.7114)
H (-7.0737, 2.4545, -2.1199)
C (4.7780, 5.0954, 5.3209)
O (5.5766, 3.9365, 5.0036)
O (4.8171, 5.2429, 6.7136)
C (5.2030, 6.3255, 4.4275)
F (6.5006, 6.5892, 4.3809)
F (4.7020, 6.1995, 3.2098)
F (4.6217, 7.4626, 4.9369)
C (5.2198, 3.1200, 3.8829)
C (6.2774, 3.4665, 2.7717)
H (6.1829, 2.7026, 1.9999)
H (6.1880, 4.4864, 2.3976)
H (7.2889, 3.3177, 3.1495)
H (4.2206, 3.2010, 3.4547)
H (5.4805, 2.0699, 4.0146)
H (3.7644, 4.7376, 5.1402)
P (2.8898, -1.9926, -3.8371)
F (4.5039, -2.2564, -3.8283)
F (3.1758, -0.6631, -2.9278)
F (3.0295, -1.1270, -5.2119)
F (1.2543, -1.6932, -3.5931)
F (2.6990, -3.3549, -4.7192)
F (2.8090, -2.8185, -2.3780)

For the relative energy (zero: lowest compared OMol25 entry of this formula, charge and spin), the calculation gives 0.0 kJ/mol. For the HOMO energy, the calculation gives -0.3368 Ha. Its net charge is +3. The orbital gap is 0.92 eV.



Number 1: energy -12944.9520 eV. Number 2: energy -90089.8005 eV. Number 3: energy -10883.9312 eV. Number 4: energy -8263.4624 eV. Number 5: energy -10223.7251 eV. Number 6: energy -11337.5726 eV. Number 7: energy -178990.0834 eV.